Entry 1:
19
Properties=species:S:1:pos:R:3:forces:R:3 method="wB97M-V/def2-TZVPD" charge=-1 gap_ev=7.41 mol_weight_g_mol=217.18 e_above_lowest_kj_mol=23.10 spin_multiplicity=1
C -2.7634 0.6020 0.1300 -0.189 0.061 0.039
C -1.9145 1.1599 -0.8118 -0.112 0.092 -0.025
C -2.3028 -0.4353 0.9256 -0.110 0.005 0.075
C -0.6283 0.6852 -0.9655 0.149 -0.179 0.102
C -1.0175 -0.9172 0.7853 0.022 -0.050 0.000
C -0.1572 -0.3670 -0.1714 -0.574 -0.467 0.165
N 1.1558 -0.7471 -0.3235 1.431 2.520 -0.257
N 1.5893 -1.9629 -0.1939 -0.027 -0.221 -0.051
O 3.8542 1.1005 -0.9163 -0.375 -0.389 0.201
O 0.8068 -2.9165 -0.1408 -0.440 -0.580 0.152
O 2.8102 -2.1099 -0.1948 0.536 -0.240 0.112
O 3.3097 0.8680 1.4835 -0.229 -0.291 -0.367
O 1.9461 2.3017 0.0334 -0.059 -0.572 -0.028
S 2.9348 1.2708 0.1647 -0.095 0.275 -0.019
H -3.7730 0.9714 0.2492 -0.052 0.036 -0.012
H -2.2594 1.9734 -1.4366 -0.018 0.048 -0.034
H -2.9559 -0.8726 1.6703 -0.028 -0.023 0.034
H 0.0342 1.1221 -1.6951 0.133 0.025 -0.067
H -0.6690 -1.7264 1.4078 0.039 -0.049 -0.017

---

Entry 2:
17
Properties=species:S:1:pos:R:3:forces:R:3 method="wB97M-V/def2-TZVPD" gap_ev="7.30 / 8.56" mol_weight_g_mol=167.12 e_above_lowest_kj_mol=819.22 spin_multiplicity=1
C 2.6527 0.3278 0.1695 -1.874 0.297 -1.801
C 1.9700 -0.1523 1.2375 0.239 -0.014 2.517
C 2.0081 0.5089 -1.0876 2.188 -0.413 1.290
C 0.6066 -0.4409 1.1043 0.295 0.964 -1.320
C 0.7141 0.1412 -1.2339 -1.981 0.279 -1.622
C -0.0536 -0.2089 -0.1145 1.817 -1.444 0.487
N -2.3033 -1.1219 -0.6111 2.602 1.435 1.384
N -1.4231 -0.4886 -0.1119 -1.686 -0.091 -0.627
N -3.2328 0.8949 0.5705 0.965 -1.570 -0.643
O -2.6025 -2.0737 -1.2278 -0.329 -1.332 -1.093
O -3.5355 1.9749 0.9093 -0.700 1.716 0.709
O -3.9081 -0.0019 0.1388 -1.132 0.392 0.179
H 3.6369 0.5863 0.3164 2.148 0.634 -0.032
H 2.5639 -0.1542 2.2506 -1.628 -0.476 -1.959
H 2.6262 0.8520 -1.9150 -0.379 -0.099 0.004
H -0.0042 -0.8015 1.8691 -0.606 -0.412 1.430
H 0.2846 0.1580 -2.2641 0.061 0.136 1.097

---

Entry 3:
17
Properties=species:S:1:pos:R:3:forces:R:3 method="wB97M-V/def2-TZVPD" gap_ev=9.25 mol_weight_g_mol=179.21 e_above_lowest_kj_mol=18.08 spin_multiplicity=1
C 0.2441 -2.8824 0.6396 0.596 4.410 -4.132
C 0.3433 -0.8287 -0.2746 -0.025 -1.350 -1.100
C 0.0768 0.6690 -0.3890 2.542 -0.588 2.135
C 0.9484 2.7302 -0.0749 0.271 4.740 1.176
C -0.3428 3.3442 -0.4524 0.157 -6.082 -0.327
C -1.3758 2.3512 -0.7427 3.150 2.505 1.176
H 0.0276 -4.7726 1.1004 -0.129 -0.747 0.142
H -0.6797 -3.6011 2.1052 -2.383 0.339 2.719
H 1.9073 3.4922 0.3594 -2.973 -2.313 -1.563
H -0.5770 4.3109 -0.6831 0.010 2.594 0.009
H -2.3909 2.5950 -0.9350 -0.671 0.521 -0.321
N -0.0537 -3.8475 1.4430 1.604 -1.948 -0.360
N -0.1138 -1.6037 0.7639 0.296 0.123 0.781
N 0.9482 -1.4511 -1.2839 -0.571 1.559 0.963
N 1.1396 1.4568 0.0325 -1.185 -1.480 -1.071
N -1.1105 1.0638 -0.6789 -1.110 -0.903 -0.585
S 1.0089 -3.0261 -0.9297 0.421 -1.379 0.357

---

Entry 4:
14
Properties=species:S:1:pos:R:3:forces:R:3 method="wB97M-V/def2-TZVPD" gap_ev=9.41 mol_weight_g_mol=123.11 e_above_lowest_kj_mol=373.96 spin_multiplicity=1
H -2.5982 -0.6220 -0.2804 -0.449 0.660 0.011
N -1.7817 -1.1910 -0.1762 3.151 -0.151 -0.234
C -0.6658 -0.5657 -0.2164 -2.351 3.364 0.448
C -0.5023 1.3084 -0.1559 0.880 -6.339 -0.176
C -1.5324 2.0257 0.1278 -0.262 -0.448 -0.784
O 0.8378 1.4479 -0.1209 -0.648 4.721 -0.017
C 1.5958 0.4236 -0.1687 2.815 -4.452 1.046
O 2.8182 0.4067 -0.0358 -2.613 0.824 -0.779
C 0.7355 -0.8732 -0.1027 1.079 0.819 -0.348
C 1.4364 -1.9463 0.2018 0.205 -2.184 0.463
H -1.5349 3.0533 0.3414 -0.382 1.090 0.245
H -2.3578 1.3656 -0.1062 -0.913 0.829 0.531
H 2.5354 -1.8950 0.1917 -0.617 0.195 0.149
H 1.0139 -2.9381 0.5005 0.105 1.072 -0.555

---

Entry 5:
16
Properties=species:S:1:pos:R:3:forces:R:3 method="wB97M-V/def2-TZVPD" gap_ev=8.33 mol_weight_g_mol=155.11 e_above_lowest_kj_mol=724.93 spin_multiplicity=1
C -1.3589 -0.3403 0.0961 0.025 0.098 -0.037
C -0.4823 -1.4527 -0.0427 -4.960 0.010 -0.481
C 0.8113 -1.2367 -0.2089 2.095 2.398 -0.116
C 1.2540 0.1664 -0.2604 1.092 -1.183 4.137
C 0.3637 1.2486 0.3064 3.309 1.560 -1.844
C -0.9913 1.0158 0.1759 -0.589 0.343 0.241
H -3.0144 -1.3212 -0.1808 0.461 0.926 0.534
H -0.9813 -2.4780 -0.2019 1.002 1.590 0.653
H 1.2984 -2.1953 -0.1759 1.642 0.541 -0.597
H 0.7525 2.4018 0.6025 -0.855 -3.619 -1.172
H -2.7677 1.3896 -0.7151 2.917 3.046 4.117
N 2.8770 0.3061 0.0184 2.337 2.531 0.506
O -2.6962 -0.4525 0.1697 -1.515 -1.687 -0.887
O -2.0081 2.0330 0.1528 -1.115 -4.765 -3.703
O 3.3109 1.5445 -0.3488 -1.700 -6.514 2.003
O 3.6324 -0.6293 0.6128 -4.147 4.724 -3.354

---

Entry 6:
14
Properties=species:S:1:pos:R:3:forces:R:3 method="wB97M-V/def2-TZVPD" gap_ev=8.80 mol_weight_g_mol=139.18 e_above_lowest_kj_mol=92.87 smiles="O=C=CSn1cccc1" spin_multiplicity=1
O -3.0007 -1.9812 -0.0689 -0.407 -0.816 -0.015
C -2.9461 -0.8927 0.2850 0.776 0.854 -0.441
C -2.6788 0.3534 0.6169 -1.093 1.454 0.141
S -1.9310 1.5245 -0.5363 0.652 -1.645 1.008
N -0.3886 0.7663 -0.4133 0.335 0.929 -2.334
C 0.7575 1.1113 0.3039 -0.833 -2.449 1.093
C 1.5352 -0.0571 0.2886 0.968 0.652 -0.867
C 0.9695 -0.9561 -0.6963 1.584 -0.029 0.487
C -0.1343 -0.3843 -1.1540 -2.060 0.202 -0.479
H -3.1257 0.7773 1.5101 0.205 -0.301 0.026
H 0.6993 1.9505 0.9874 0.291 -0.131 -0.205
H 2.5442 -0.2190 0.6991 -0.801 0.382 0.044
H 1.3348 -1.8586 -1.1781 0.381 0.178 0.607
H -0.7419 -0.7721 -1.9937 0.004 0.719 0.932

---

Entry 7:
14
Properties=species:S:1:pos:R:3:forces:R:3 method="wB97M-V/def2-TZVPD" gap_ev=9.02 mol_weight_g_mol=139.18 e_above_lowest_kj_mol=52.00 smiles="O=C=NC1C=CSC=C1" spin_multiplicity=1
O 3.6572 -0.4606 -0.0978 1.507 -0.727 0.764
C 2.5851 -0.0252 -0.0497 -1.545 0.803 -1.376
N 1.5189 0.4448 -0.3116 0.951 0.485 -0.479
C 0.1931 0.8808 0.0659 1.053 -1.139 0.113
C -0.0513 -0.0047 1.2502 0.668 -0.747 0.977
C -0.8807 -1.0427 1.2138 -0.477 2.099 -1.098
S -2.0953 -1.3503 0.0110 -0.103 -1.115 0.068
C -1.5461 -0.3665 -1.2776 1.399 1.324 2.888
C -0.6906 0.6354 -1.1533 0.499 1.817 -1.163
H 0.3136 1.9003 0.4096 -0.482 0.465 -0.353
H 0.7558 0.0156 2.0797 -1.672 0.326 -1.294
H -1.0636 -1.5836 2.0620 -0.031 -1.719 1.968
H -2.0917 -0.3779 -2.1160 -2.026 -0.567 -3.043
H -0.6043 1.3347 -2.0862 0.258 -1.306 2.028

---

Entry 8:
14
Properties=species:S:1:pos:R:3:forces:R:3 method="wB97M-V/def2-TZVPD" gap_ev=6.16 mol_weight_g_mol=139.18 e_above_lowest_kj_mol=552.24 spin_multiplicity=1
C -0.4263 -1.6159 -1.5797 -0.292 0.279 -0.091
C -0.7196 -0.2602 -1.3561 -0.055 0.501 0.253
C 0.2482 -2.3503 -0.6922 0.322 2.468 1.982
C -0.4652 1.5792 0.3307 0.272 0.617 1.163
C -0.1392 0.3219 -0.2110 0.723 -1.287 -0.352
C 0.8316 -0.3527 0.5561 -1.059 -2.030 -1.407
N 0.0862 1.8337 1.4971 -0.480 -0.313 -0.967
O 2.2402 0.5871 2.5407 0.399 0.237 0.422
S 0.8755 0.2673 2.1744 -0.226 -0.263 -0.805
H -0.8389 -2.0805 -2.4735 0.180 -0.132 -0.043
H -1.3312 0.3118 -2.0328 -0.127 0.035 -0.109
H 0.9005 -3.1869 -0.6483 0.410 -0.325 -0.125
H -1.1424 2.2817 -0.1374 -0.018 0.188 -0.012
H -0.1195 2.6639 2.0320 -0.049 0.025 0.091

---

Entry 9:
14
Properties=species:S:1:pos:R:3:forces:R:3 method="wB97M-V/def2-TZVPD" gap_ev=8.26 mol_weight_g_mol=139.18 e_above_lowest_kj_mol=63.02 smiles=c1cc2c(cn1)CSO2 spin_multiplicity=1
C 1.6416 -1.3202 0.0191 0.514 -2.368 1.142
C 0.3844 -2.0080 0.1118 0.709 3.044 -0.736
C -0.6896 -1.1519 0.0043 1.071 2.937 -0.312
C -0.5307 0.3082 -0.0278 -1.369 -2.196 0.540
C 0.6962 0.7864 0.2086 1.319 -1.693 -0.678
N 1.7628 -0.0245 0.1535 1.273 -0.783 -0.159
C -1.8225 1.1167 -0.1909 1.169 -2.579 2.881
S -3.1152 -0.1106 0.0388 1.595 -1.888 -0.294
O -1.9044 -1.5886 -0.1405 -3.464 1.137 0.257
H 2.6165 -1.9593 0.0019 -1.768 1.329 -0.101
H 0.1373 -3.0164 0.1519 0.387 -1.798 -0.009
H 1.0762 1.7365 0.3500 -0.474 2.419 0.258
H -1.7854 1.7913 0.6458 -0.540 0.748 -0.054
H -1.7894 1.4925 -1.1295 -0.421 1.690 -2.735

---

Entry 10:
14
Properties=species:S:1:pos:R:3:forces:R:3 method="wB97M-V/def2-TZVPD" gap_ev="7.73 / 7.73" mol_weight_g_mol=139.18 e_above_lowest_kj_mol=297.21 spin_multiplicity=1
C 2.1435 0.8946 0.1868 -1.960 -3.161 -0.338
C 1.1986 -1.4031 0.0580 1.285 4.342 -0.632
C 0.7622 0.8527 0.4571 0.663 0.051 -1.009
C -2.0048 0.5568 0.2642 -1.477 1.044 1.587
C -1.1253 -0.6390 0.2521 -1.656 -2.584 -1.866
C -1.8056 0.0788 -0.8941 0.326 -0.817 0.999
N 0.2801 -0.4457 0.2636 1.680 -1.875 0.981
O -0.0756 1.7088 0.6611 -0.056 2.106 1.191
S 2.7039 -0.6437 -0.3273 -0.918 -0.184 1.304
H 2.6801 1.7477 0.2147 1.893 2.340 0.010
H 0.9696 -2.3023 -0.3471 -0.732 -2.785 -0.713
H -2.5201 1.3368 0.8677 0.691 -1.065 -0.468
H -1.4056 -1.7855 0.2610 0.454 2.397 0.996
H -1.8010 0.0431 -1.9178 -0.193 0.191 -2.042